Formula: C29H26MnN4O5
Source: OMol25
Level of theory: ωB97M-V/def2-TZVPD

Properties
* total energy: -2866.90022 Ha
* frontier orbital gap (spin up / spin down): 6.0 / 5.8 eV
* HOMO level (spin up / spin down): -6.769 / -6.558 eV
* LUMO energy (spin up / spin down): -0.8 / -0.8 eV

Geometry as ORCA input:
```
! RIJCOSX wB97M-V def2-TZVPD def2/J DEFGRID3
* xyz 0 2
Mn -0.232 0.257 -0.646
C 3.142 -1.550 1.101
O 3.154 -0.943 2.373
C 2.329 0.099 2.653
C 2.600 0.720 3.866
C 1.890 1.831 4.293
C 0.850 2.308 3.531
C 0.497 1.684 2.322
C -0.650 2.153 1.620
N -1.056 1.700 0.460
N -2.185 2.228 -0.070
C -2.419 1.718 -1.260
O -1.601 0.846 -1.753
C -3.596 2.122 -2.035
C -4.722 2.654 -1.411
C -5.830 2.991 -2.165
C -5.817 2.818 -3.540
C -4.702 2.282 -4.163
C -3.597 1.925 -3.416
C 1.265 0.571 1.835
O 0.973 0.007 0.694
H 4.006 -2.214 1.090
H 3.256 -0.810 0.309
H 2.227 -2.129 0.940
H 3.403 0.311 4.457
H 2.160 2.310 5.220
H 0.301 3.181 3.849
H -1.255 2.931 2.083
H -4.712 2.779 -0.340
H -6.714 3.385 -1.687
H -6.678 3.099 -4.127
H -4.703 2.139 -5.233
H -2.722 1.496 -3.883
C 2.739 -1.089 -3.538
C 2.248 -0.169 -2.447
O 1.006 -0.170 -2.181
C 3.185 0.649 -1.727
C 2.729 1.712 -0.914
C 3.582 2.352 -0.046
C 4.923 1.992 0.015
C 5.410 1.022 -0.854
C 4.566 0.360 -1.715
H 1.892 -1.500 -4.084
H 3.311 -1.917 -3.120
H 3.384 -0.539 -4.220
H 1.691 2.039 -0.998
H 3.199 3.136 0.590
H 5.581 2.473 0.722
H 6.459 0.771 -0.848
H 4.952 -0.414 -2.359
N -2.808 -5.396 3.159
C -2.211 -5.346 1.937
O -1.870 -6.368 1.364
C -1.971 -4.010 1.357
C -2.177 -2.779 1.999
C -1.860 -1.614 1.344
N -1.361 -1.567 0.096
C -1.172 -2.746 -0.530
C -1.455 -3.954 0.051
H -2.984 -6.302 3.557
H -3.202 -4.592 3.609
H -2.570 -2.711 3.000
H -2.008 -0.656 1.829
H -0.781 -2.683 -1.538
H -1.294 -4.881 -0.475
*
```